Entry 1:
DFT (ωB97M-V/def2-TZVPD) results for 2 unconnected molecules or ions with the total composition C3H8N3O.

Cartesian coordinates (Å):
C -0.705 -1.963 -0.772
C 0.847 -1.279 0.595
C -0.228 2.217 0.572
N 0.214 -2.343 -0.006
N -0.735 -0.523 -0.945
N 0.214 -0.051 -0.027
O -0.197 0.854 0.924
H -1.459 -2.430 -1.341
H 0.633 -1.353 1.579
H 1.850 -1.406 0.431
H -0.956 2.374 -0.102
H 0.636 2.391 0.021
H -0.295 2.816 1.625
H -1.030 -0.093 -1.827
H 1.211 0.791 -0.728

Summary:
E_HOMO (eV): -14.694
Net charge: +1
LUMO (eV): -5.3
Largest force on an atom (eV/Å): 7.1

Results of the natural (NBO) charge analysis, in e, for atoms 1 through 8: number 1, C, carries 0.271; number 2, C, carries -0.085; number 3, C, carries -0.250; number 4, N, carries -0.373; number 5, N, carries -0.483; number 6, N, carries 0.064; number 7, O, carries -0.328; number 8, H, carries 0.233


Entry 2:
DFT (ωB97M-V/def2-TZVPD) results for a gas-phase ion, C3H8N3O (charge +1).

Cartesian coordinates (Å):
H -2.511 -2.310 -0.014
N -1.581 -1.886 -0.171
N -1.681 -0.704 0.098
C -0.210 -0.088 -0.100
N 0.757 -0.960 0.044
C 2.180 -0.593 0.047
O 0.036 1.150 0.021
C -1.119 2.006 -0.037
H 0.651 -1.920 0.050
H 2.096 0.405 -0.171
H 2.825 -0.937 -0.790
H 2.709 -0.858 1.102
H -2.125 1.584 0.118
H -0.935 2.468 -0.922
H -1.092 2.643 0.725

Summary:
E_HOMO (eV): -15.035
Net charge: +1
LUMO (eV): -5.2
Largest force on an atom (eV/Å): 4.3

Results of the natural (NBO) charge analysis, in e, for atoms 1 through 8: number 1, H, carries 0.374; number 2, N, carries -0.251; number 3, N, carries -0.105; number 4, C, carries 0.754; number 5, N, carries -0.493; number 6, C, carries -0.442; number 7, O, carries -0.401; number 8, C, carries -0.259


Entry 3:
DFT (ωB97M-V/def2-TZVPD) results for 2 unconnected molecules or ions with the total composition C3H8N3O.

Cartesian coordinates (Å):
C 0.533 -1.482 -1.458
C -0.033 1.863 1.376
C 0.843 -2.421 -2.449
N 0.207 -0.744 -0.657
N -0.211 0.605 1.515
N -0.698 2.738 2.099
O -1.113 0.136 2.497
H 0.816 1.945 0.643
H 1.812 -2.256 -2.980
H 0.066 -2.755 -3.211
H 1.243 -3.255 -1.795
H 0.149 -0.063 0.786
H -0.488 3.746 2.149
H -0.843 -0.632 2.850
H -1.377 2.341 2.832

Summary:
E_HOMO (eV): -14.541
Net charge: +1
LUMO (eV): -2.8
Largest force on an atom (eV/Å): 6.7

Results of the natural (NBO) charge analysis, in e, for atoms 1 through 8: number 1, C, carries 0.452; number 2, C, carries 0.332; number 3, C, carries -0.778; number 4, N, carries -0.458; number 5, N, carries -0.240; number 6, N, carries -0.751; number 7, O, carries -0.533; number 8, H, carries 0.260


Entry 4:
DFT (ωB97M-V/def2-TZVPD) results for a gas-phase ion, C3H8N3O (charge +1).

Cartesian coordinates (Å):
C -2.535 0.495 -0.055
C -1.749 -0.740 0.056
N -0.461 -0.803 0.120
N 0.362 0.263 0.117
C 1.641 0.052 0.022
N 2.464 1.097 0.033
O 2.127 -1.182 -0.106
H -2.702 0.714 -1.113
H -3.509 0.378 0.412
H -1.990 1.337 0.368
H -2.267 -1.690 0.075
H -0.012 -1.726 0.183
H 2.079 2.023 0.124
H 3.463 0.993 -0.041
H 3.089 -1.212 -0.194

Summary:
E_HOMO (eV): -13.658
Net charge: +1
LUMO (eV): -3.9
Largest force on an atom (eV/Å): 1.1

Results of the natural (NBO) charge analysis, in e, for atoms 1 through 8: number 1, C, carries -0.708; number 2, C, carries 0.247; number 3, N, carries -0.246; number 4, N, carries -0.434; number 5, C, carries 0.732; number 6, N, carries -0.770; number 7, O, carries -0.661; number 8, H, carries 0.279


Entry 5:
DFT (ωB97M-V/def2-TZVPD) results for 2 unconnected molecules or ions with the total composition C3H8N3O.

Cartesian coordinates (Å):
C -2.089 0.064 0.187
C 2.753 0.652 -0.287
C 2.030 -0.509 0.356
N -3.423 0.213 0.073
N -1.507 -0.890 0.721
N 1.358 0.488 -0.274
O -1.447 1.049 -0.455
H 2.934 1.545 0.350
H 3.169 1.014 -1.272
H 2.149 -1.571 0.003
H 2.045 -0.420 1.379
H -4.339 -0.279 0.069
H -3.714 1.076 -0.404
H -2.112 -1.639 1.045
H -0.499 0.971 -0.436

Summary:
E_HOMO (alpha / beta) (eV): -13.692 / -13.116
Net charge: +1
LUMO (alpha / beta) (eV): -3.9 / -8.9
Largest force on an atom (eV/Å): 7.2

Results of the natural (NBO) charge analysis, in e, for atoms 1 through 8: number 1, C, carries 0.671; number 2, C, carries -0.345; number 3, C, carries -0.290; number 4, N, carries -0.616; number 5, N, carries -0.321; number 6, N, carries -0.274; number 7, O, carries -0.604; number 8, H, carries 0.232


Entry 6:
DFT (ωB97M-V/def2-TZVPD) results for 2 unconnected molecules or ions with the total composition C3H8N3O2.

Cartesian coordinates (Å):
C -0.761 -1.856 0.350
C -1.668 -0.956 -0.130
N -2.000 0.341 0.379
N -0.764 -3.216 -0.199
H -0.006 -1.670 1.110
H -2.341 -1.406 -0.885
H -2.546 0.891 -0.293
H -1.140 0.857 0.666
H -0.804 -3.862 0.628
H 0.149 -3.409 -0.539
N 2.323 0.696 -0.150
C 1.199 1.589 -0.094
O 0.967 2.247 -1.128
O 0.460 1.467 0.944
H 2.924 0.853 -0.936
H 2.812 0.624 0.745

Summary:
E_HOMO (eV): -4.149
Net charge: -1
LUMO (eV): 4.0
Largest force on an atom (eV/Å): 1.8

Results of the natural (NBO) charge analysis, in e, for atoms 1 through 8: number 1, C, carries -0.170; number 2, C, carries 0.007; number 3, N, carries -0.856; number 4, N, carries -0.844; number 5, H, carries 0.179; number 6, H, carries 0.171; number 7, H, carries 0.355; number 8, H, carries 0.443


Entry 7:
DFT (ωB97M-V/def2-TZVPD) results for 2 unconnected molecules or ions with the total composition C3H8N3O2.

Cartesian coordinates (Å):
C 0.442 -1.883 -1.247
C 0.012 -0.626 -1.067
C -0.950 0.677 1.750
N -0.664 0.256 -1.285
N 1.629 -2.322 -1.669
N 0.369 0.878 1.108
O 2.422 -1.202 -1.853
O 2.054 -3.491 -1.741
H -0.332 -2.671 -0.976
H -1.440 1.428 2.437
H -1.481 0.549 0.822
H -1.074 -0.283 2.276
H -1.247 1.060 -1.090
H 0.614 2.079 1.219
H 3.197 -1.619 -2.313
H 1.284 0.812 1.460

Summary:
E_HOMO (alpha / beta) (eV): -13.707 / -13.707
Net charge: +1
LUMO (alpha / beta) (eV): -5.9 / -5.9
Largest force on an atom (eV/Å): 6.6

Results of the natural (NBO) charge analysis, in e, for atoms 1 through 8: number 1, C, carries -0.287; number 2, C, carries 0.623; number 3, C, carries -0.418; number 4, N, carries -0.392; number 5, N, carries 0.467; number 6, N, carries -0.908; number 7, O, carries -0.475; number 8, O, carries -0.268


Entry 8:
DFT (ωB97M-V/def2-TZVPD) results for 3 unconnected molecules or ions with the total composition C3H8N3O3P.

Cartesian coordinates (Å):
C -0.155 1.085 0.733
C -1.182 2.153 0.438
C 0.306 0.766 1.948
N 2.825 -2.533 -3.179
N -0.916 -3.105 -1.453
N 3.249 -1.643 -3.651
O -0.166 0.102 -0.221
O 2.460 -3.414 -2.558
O 0.281 -1.228 -2.559
P 0.406 -2.107 -1.401
H -2.178 1.800 0.322
H -1.040 2.854 1.352
H -1.039 2.727 -0.474
H 0.898 -0.083 1.926
H 0.407 1.545 2.635
H -0.935 -3.965 -0.884
H -1.622 -3.160 -2.183
H -0.525 0.461 -1.047

Summary:
E_HOMO (alpha / beta) (eV): -5.372 / -8.912
2S+1: 3
⟨S²⟩: 2.008
LUMO (alpha / beta) (eV): 0.9 / -2.6
Largest force on an atom (eV/Å): 4.5

Results of the natural (NBO) charge analysis, in e, for atoms 1 through 8: number 1, C, carries 0.340; number 2, C, carries -0.683; number 3, C, carries -0.511; number 4, N, carries 0.438; number 5, N, carries -1.207; number 6, N, carries -0.084; number 7, O, carries -0.707; number 8, O, carries -0.347